(1)
ORCA calculation (ωB97M-V/def2-TZVPD) on a structure of composition C28H32N2PSSiTl.

## Properties
HOMO level (Eh): -0.225

Last column: Mulliken charge in e.
Positions of all 66 atoms, in Å:
Tl1 -0.63 0.04 -1.46  0.469
C1 -2.87 4.15 3.32  -0.392
C2 -1.61 3.78 3.78  -0.761
C3 -0.93 2.73 3.17  -0.061
C4 -1.48 2.04 2.09  0.177
C5 -2.75 2.43 1.65  -0.054
C6 -3.44 3.47 2.25  -0.739
Si1 -0.60 0.57 1.28  -0.335
C7 -1.44 -0.99 1.96  0.347
C8 -2.33 -0.96 3.03  -0.248
C9 -2.92 -2.13 3.52  -0.709
C10 -2.62 -3.35 2.94  -0.451
C11 -1.74 -3.41 1.87  -0.799
C12 -1.16 -2.24 1.38  0.009
C13 1.13 0.56 2.05  0.164
C14 1.59 -0.48 2.87  -0.143
C15 2.89 -0.48 3.37  -0.700
C16 3.76 0.56 3.07  -0.427
C17 3.31 1.60 2.27  -0.776
C18 2.03 1.59 1.76  -0.219
H1 -3.40 4.96 3.79  0.366
H2 -1.16 4.30 4.61  0.392
H3 0.04 2.45 3.55  0.339
H4 -3.21 1.91 0.82  0.220
H5 -4.42 3.75 1.89  0.415
H6 -2.58 -0.02 3.50  0.363
H7 -3.60 -2.08 4.35  0.387
H8 -3.08 -4.26 3.31  0.364
H9 -1.50 -4.36 1.40  0.433
H10 -0.47 -2.31 0.55  0.100
H11 0.93 -1.30 3.12  0.468
H12 3.22 -1.30 4.00  0.419
H13 4.76 0.56 3.46  0.378
H14 3.98 2.43 2.04  0.437
H15 1.71 2.41 1.12  0.433
C19 4.18 1.24 -1.44  -1.212
P1 2.51 0.77 -2.05  0.694
C20 2.77 0.93 -3.86  -1.408
C21 2.59 -1.04 -1.81  0.276
C22 2.68 -1.98 -2.83  -0.334
C23 2.67 -3.34 -2.54  -0.737
C24 2.56 -3.78 -1.23  -0.607
C25 2.47 -2.85 -0.20  -0.713
C26 2.48 -1.50 -0.49  0.338
H16 4.96 0.67 -1.95  0.408
H17 4.23 1.04 -0.37  0.261
H18 4.35 2.30 -1.59  0.406
H19 3.70 0.46 -4.20  0.359
H20 2.81 1.99 -4.10  0.405
H21 1.93 0.50 -4.40  0.335
H22 2.76 -1.66 -3.86  0.321
H23 2.74 -4.06 -3.35  0.380
H24 2.55 -4.84 -1.01  0.401
H25 2.39 -3.18 0.83  0.464
H26 2.41 -0.78 0.32  0.002
C27 -3.34 0.41 -5.70  -1.061
N1 -3.34 1.06 -4.41  -0.103
C28 -3.62 0.45 -3.25  0.342
N2 -3.99 -0.84 -3.30  -0.318
S1 -3.47 1.26 -1.78  -0.416
H27 -3.03 1.14 -6.45  0.339
H28 -4.34 0.06 -5.98  0.343
H29 -2.64 -0.43 -5.73  0.333
H30 -3.01 2.00 -4.32  0.247
H31 -4.15 -1.33 -4.16  0.169
H32 -4.23 -1.28 -2.43  0.222

(2)
ORCA calculation (ωB97M-V/def2-TZVPD) on a structure of composition C38H54I2N15OPS2.

## Properties
HOMO level (Eh): -0.290

Last column: Mulliken charge in e.
Positions of all 113 atoms, in Å:
C1 3.35 -0.68 -0.58  -1.348
C2 1.90 -1.10 -0.77  0.144
S1 1.55 -0.96 -2.53  -0.311
C3 -0.25 -1.17 -2.71  -1.048
C4 -1.08 -0.85 -1.51  -0.251
C5 -1.09 0.35 -0.88  -0.930
C6 -1.92 0.65 0.24  0.362
C7 -1.84 2.08 0.73  -1.457
I1 -0.90 2.23 2.67  0.089
C8 -3.20 2.78 0.60  0.237
C9 -3.40 4.10 1.31  -1.521
I2 -3.40 3.07 -1.53  0.047
C10 -2.78 -0.29 0.74  0.681
P1 -3.95 -0.13 2.11  0.862
O1 -5.33 0.19 1.63  -0.791
C11 -2.79 -1.56 0.11  0.530
N1 -3.57 -2.59 0.46  -0.616
S2 -3.23 -3.79 -0.55  0.093
N2 -2.12 -3.09 -1.47  -0.640
C12 -1.96 -1.85 -1.00  1.127
H1 3.51 0.29 -1.05  0.339
H2 3.59 -0.59 0.47  0.210
H3 4.03 -1.41 -1.02  0.390
H4 1.24 -0.46 -0.18  0.091
H5 1.75 -2.13 -0.42  0.377
H6 -0.45 -2.19 -3.00  0.421
H7 -0.54 -0.55 -3.56  0.297
H8 -0.43 1.12 -1.25  0.317
H9 -1.13 2.60 0.09  0.469
H10 -4.02 2.11 0.85  0.287
H11 -4.37 4.51 1.03  0.440
H12 -3.43 3.92 2.39  0.412
H13 -2.62 4.82 1.07  0.335
H14 -3.51 0.90 2.95  -0.007
H15 -3.91 -1.32 2.81  0.162
C13 5.78 -1.06 3.51  -0.813
C14 6.04 -0.82 2.10  0.417
N3 6.20 -0.62 0.98  -0.395
H16 4.88 -1.67 3.61  0.165
H17 6.61 -1.59 3.96  0.338
H18 5.63 -0.11 4.01  0.272
C15 -2.61 -1.86 6.58  -0.788
C16 -2.21 -1.61 5.20  0.401
N4 -1.95 -1.41 4.10  -0.409
H19 -3.46 -2.54 6.59  0.280
H20 -1.78 -2.31 7.13  0.399
H21 -2.89 -0.93 7.06  0.119
C17 7.80 0.05 -1.96  -0.490
C18 9.09 -0.40 -2.47  0.273
N5 10.10 -0.76 -2.88  -0.382
H22 7.03 -0.11 -2.71  0.231
H23 7.53 -0.50 -1.06  0.144
H24 7.85 1.11 -1.72  0.263
C19 -6.90 1.13 4.71  -0.693
C20 -6.36 -0.01 5.44  0.398
N6 -5.93 -0.89 6.04  -0.429
H25 -7.56 1.70 5.36  0.343
H26 -6.09 1.76 4.36  0.164
H27 -7.46 0.77 3.84  0.251
C21 2.77 3.67 3.46  -0.620
C22 3.23 2.30 3.59  0.345
N7 3.57 1.21 3.70  -0.342
H28 2.91 4.21 4.40  0.286
H29 3.32 4.17 2.67  0.253
H30 1.71 3.67 3.20  0.024
C23 3.55 -5.16 2.42  -0.614
C24 4.02 -4.37 3.55  0.295
N8 4.40 -3.73 4.43  -0.454
H31 3.87 -4.69 1.49  0.308
H32 3.95 -6.16 2.48  0.144
H33 2.46 -5.21 2.43  0.316
C25 0.27 4.78 -2.96  -0.427
C26 0.86 3.89 -1.98  0.493
N9 1.32 3.22 -1.16  -0.433
H34 -0.49 5.39 -2.47  0.257
H35 1.03 5.44 -3.38  0.079
H36 -0.20 4.21 -3.77  0.129
C27 -3.57 1.47 -5.72  -0.262
C28 -2.21 1.93 -5.46  0.389
N10 -1.14 2.29 -5.24  -0.477
H37 -4.04 2.11 -6.47  -0.158
H38 -3.54 0.44 -6.08  0.283
H39 -4.15 1.51 -4.80  0.220
C29 -0.34 -4.39 -6.21  -0.891
C30 -1.10 -3.26 -5.71  0.432
N11 -1.70 -2.36 -5.30  -0.368
H40 -0.73 -4.69 -7.18  0.326
H41 0.70 -4.10 -6.33  0.268
H42 -0.41 -5.22 -5.52  0.271
C31 -5.84 2.19 -9.41  -0.826
C32 -5.58 3.14 -8.34  0.361
N12 -5.38 3.89 -7.50  -0.390
H43 -6.57 2.60 -10.11  0.325
H44 -4.92 1.98 -9.95  0.268
H45 -6.23 1.26 -9.00  0.270
C33 -1.85 0.22 10.00  -0.815
C34 -1.46 -1.13 9.62  0.469
N13 -1.16 -2.19 9.32  -0.475
H46 -2.91 0.37 9.79  0.272
H47 -1.67 0.37 11.06  0.323
H48 -1.27 0.94 9.43  0.260
C35 3.62 -9.16 0.84  -0.832
C36 2.67 -8.06 0.67  0.370
N14 1.93 -7.20 0.53  -0.382
H49 3.60 -9.51 1.87  0.275
H50 3.35 -9.99 0.18  0.332
H51 4.62 -8.83 0.59  0.274
C37 4.14 6.64 -5.15  -0.806
C38 2.70 6.79 -5.10  0.402
N15 1.56 6.90 -5.06  -0.436
H52 4.52 7.00 -6.10  0.301
H53 4.60 7.20 -4.34  0.264
H54 4.41 5.58 -5.04  0.271

(3)
ORCA calculation (ωB97M-V/def2-TZVPD) on a cluster of 2 separate species, C32H23N2O3 in total.

## Properties
Total charge: -1
HOMO level (Eh): -0.158

Last column: Mulliken charge in e.
Positions of all 60 atoms, in Å:
C1 -2.62 -4.13 5.48  -0.824
O1 -1.62 -3.09 5.50  -0.461
C2 -1.42 -2.31 4.40  0.733
C3 -0.23 -1.55 4.37  -1.005
C4 0.06 -0.79 3.26  -0.162
C5 -0.89 -0.57 2.24  0.050
C6 -0.66 0.62 1.37  0.394
C7 -1.60 1.62 1.49  2.384
C8 -1.44 2.98 1.16  -0.965
N1 -1.45 4.15 1.03  -0.732
C9 -2.78 1.44 2.30  -0.642
N2 -3.72 1.42 2.99  -0.732
C10 -2.09 -1.33 2.29  -0.328
C11 -2.34 -2.21 3.34  -0.656
H1 -2.38 -4.77 6.34  0.248
H2 -3.62 -3.71 5.61  0.316
H3 -2.57 -4.72 4.56  0.349
H4 0.42 -1.59 5.24  0.393
H5 1.00 -0.25 3.20  0.465
H6 0.39 0.86 1.15  0.184
H7 -2.85 -1.22 1.51  0.403
H8 -3.27 -2.79 3.38  0.329
C12 -2.68 -1.34 -3.38  -0.487
C13 -2.84 -1.29 -1.99  -0.691
C14 -1.84 -0.72 -1.20  0.711
C15 -0.71 -0.16 -1.79  -0.832
C16 0.30 0.62 -0.99  0.872
C17 0.13 2.08 -1.10  0.437
C18 1.24 3.08 -0.78  0.377
C19 1.90 3.70 -1.85  -0.379
C20 2.76 4.78 -1.61  -0.670
C21 2.87 5.30 -0.30  -0.411
C22 2.27 4.63 0.76  -0.924
C23 1.49 3.49 0.52  0.275
O2 -0.97 2.53 -1.46  -0.695
C24 1.66 0.11 -0.82  0.547
C25 2.15 -0.95 -1.80  -0.254
C26 1.62 -2.25 -1.78  -0.073
C27 1.91 -3.13 -2.82  -0.620
C28 2.77 -2.75 -3.86  -0.442
C29 3.40 -1.50 -3.81  -0.551
C30 3.12 -0.61 -2.76  -0.304
O3 2.38 0.49 0.12  -0.734
C31 -0.54 -0.24 -3.18  -0.007
C32 -1.51 -0.86 -3.97  -0.881
H9 -3.50 -1.72 -4.00  0.367
H10 -3.74 -1.69 -1.52  0.404
H11 -1.90 -0.68 -0.11  -0.285
H12 1.75 3.32 -2.86  0.416
H13 3.33 5.22 -2.43  0.345
H14 3.44 6.21 -0.12  0.355
H15 2.39 4.98 1.79  0.357
H16 1.05 2.93 1.35  0.282
H17 0.95 -2.53 -0.96  0.474
H18 1.43 -4.12 -2.86  0.370
H19 2.92 -3.41 -4.72  0.355
H20 4.07 -1.19 -4.61  0.356
H21 3.60 0.37 -2.70  0.427
H22 0.36 0.19 -3.62  0.396
H23 -1.35 -0.93 -5.05  0.375

(4)
ORCA calculation (ωB97M-V/def2-TZVPD) on a cluster of 2 separate species, C5H13N2 in total.

## Properties
Total charge: +1
HOMO level (Eh): -0.520

Last column: Mulliken charge in e.
Positions of all 20 atoms, in Å:
C1 -2.11 0.24 -0.29  -0.500
C2 -1.50 -0.44 0.63  -0.544
C3 1.23 -0.68 1.13  -1.285
C4 0.72 0.96 -0.85  -1.029
C5 0.58 -0.42 -0.23  0.523
N1 0.41 -1.41 -1.07  -0.194
N2 0.75 2.12 -0.01  -0.532
H1 -2.24 -0.36 -1.22  0.257
H2 -2.67 1.19 -0.23  0.291
H3 -1.15 -1.45 0.64  0.426
H4 0.55 -0.37 1.97  0.331
H5 1.25 -1.72 1.16  0.463
H6 2.20 -0.26 1.25  0.374
H7 1.74 0.85 -1.34  0.477
H8 -0.02 1.14 -1.58  0.520
H9 0.10 -1.06 -1.93  0.289
H10 0.31 -2.39 -0.82  0.306
H11 -1.57 -0.10 1.70  0.306
H12 -0.07 1.92 0.52  0.243
H13 1.51 2.24 0.58  0.279

(5)
ORCA calculation (ωB97M-V/def2-TZVPD) on a structure of composition C35H42AsCl2InN2O3.

## Properties
HOMO level (Eh): -0.259

Last column: Mulliken charge in e.
Positions of all 86 atoms, in Å:
O1 1.96 1.03 -1.09  -0.514
C1 1.54 1.48 -2.24  -0.216
C2 1.42 3.03 -2.23  -0.183
C3 0.97 3.69 -1.09  0.527
H1 0.61 3.10 -0.25  0.078
C4 0.99 5.09 -1.02  -0.942
H2 0.63 5.58 -0.11  0.448
C5 1.45 5.82 -2.12  -0.513
H3 1.46 6.92 -2.08  0.364
C6 1.89 5.16 -3.27  -0.669
H4 2.23 5.72 -4.14  0.369
C7 1.90 3.76 -3.31  -0.441
H5 2.28 3.20 -4.17  0.379
H6 2.21 1.19 -3.10  0.197
C8 0.40 -0.42 -3.72  -1.449
C9 0.10 0.76 -2.81  1.297
H7 0.06 -0.22 -4.76  0.493
H8 -0.12 -1.32 -3.35  0.290
H9 1.48 -0.63 -3.73  0.333
C10 -0.95 1.63 -3.07  -0.443
C11 -1.94 1.45 -4.17  -1.615
H10 -1.01 2.57 -2.51  0.498
H11 -1.79 2.18 -4.99  0.359
H12 -2.93 1.65 -3.72  0.362
H13 -1.95 0.43 -4.60  0.351
In1 -0.84 -0.26 -0.99  1.450
Cl1 -1.09 1.63 0.50  -0.462
Cl2 -2.88 -0.98 -1.97  -0.499
C12 -2.63 -1.30 1.28  0.001
O2 -1.45 -1.58 0.88  -0.704
N1 -3.31 -2.04 2.15  0.434
C13 -2.79 -3.32 2.63  -1.028
C14 -4.70 -1.74 2.50  -0.926
H14 -3.15 -0.41 0.89  0.340
H15 -1.72 -3.38 2.41  0.209
H16 -3.33 -4.14 2.14  0.322
H17 -2.96 -3.38 3.71  0.370
H18 -4.95 -0.74 2.14  0.278
H19 -4.82 -1.79 3.59  0.307
H20 -5.38 -2.47 2.04  0.340
H21 1.87 -4.98 -0.73  0.312
H22 4.34 -3.93 -0.52  0.323
C15 1.78 -4.23 -1.53  -0.949
C16 3.99 -3.13 -1.19  -0.917
N2 2.53 -3.03 -1.17  0.258
H23 0.73 -3.97 -1.66  0.244
C17 1.89 -1.92 -0.84  1.166
O3 0.63 -1.81 -0.98  -0.762
H24 4.42 -2.18 -0.87  0.252
H25 2.50 -1.09 -0.44  -0.218
H26 2.20 -4.66 -2.45  0.332
H27 4.34 -3.36 -2.21  0.333
C18 1.74 4.68 4.22  -0.552
C19 2.12 4.41 2.90  -0.519
C20 2.07 3.10 2.41  -0.526
C21 1.60 2.07 3.23  0.443
C22 1.26 2.32 4.56  -0.182
C23 1.32 3.63 5.05  -0.767
As1 1.58 0.28 2.38  1.044
C24 3.37 -0.18 3.09  0.125
C25 4.39 -0.37 2.14  -0.245
C26 5.70 -0.63 2.57  -0.562
C27 5.99 -0.69 3.94  -0.513
C28 4.98 -0.49 4.88  -0.753
C29 3.66 -0.23 4.46  -0.103
C30 0.52 -0.65 3.75  0.164
C31 0.93 -1.89 4.24  -0.730
C32 0.12 -2.58 5.15  -0.720
C33 -1.10 -2.03 5.55  -0.578
C34 -1.54 -0.82 5.01  -0.739
C35 -0.73 -0.13 4.09  -0.252
H28 1.77 5.70 4.60  0.360
H29 2.46 5.22 2.25  0.441
H30 2.39 2.88 1.39  0.399
H31 0.95 1.51 5.22  0.304
H32 1.04 3.84 6.09  0.385
H33 4.15 -0.29 1.08  0.290
H34 6.49 -0.79 1.83  0.400
H35 7.01 -0.90 4.26  0.356
H36 5.20 -0.53 5.95  0.385
H37 2.88 -0.07 5.20  0.246
H38 1.89 -2.32 3.93  0.463
H39 0.45 -3.53 5.56  0.366
H40 -1.73 -2.56 6.27  0.405
H41 -2.50 -0.39 5.30  0.460
H42 -1.07 0.81 3.66  0.537

(6)
ORCA calculation (ωB97M-V/def2-TZVPD) on a cluster of 2 separate species, C4H11NO2 in total.

## Properties
HOMO level (Eh): -0.342

Last column: Mulliken charge in e.
Positions of all 18 atoms, in Å:
C1 2.65 -1.00 -0.78  -1.326
C2 1.55 0.03 -0.33  0.347
N1 0.15 -0.21 -0.83  -0.778
C3 1.38 -0.17 1.20  -0.776
C4 0.25 0.54 1.88  -0.139
O1 -0.33 1.50 1.41  -0.498
H1 2.20 -1.90 -1.21  0.341
H2 3.48 -1.27 -0.14  0.349
H3 2.99 -0.41 -1.66  0.315
H4 1.85 1.05 -0.56  0.363
H5 -0.44 -0.72 -0.19  0.294
H6 -0.14 0.76 -0.78  0.333
H7 2.28 0.09 1.77  0.404
H8 1.17 -1.25 1.33  0.350
H9 -0.03 0.29 2.90  0.421
O2 -6.56 0.97 -1.03  -0.637
H10 -5.69 0.58 -1.04  0.319
H11 -6.76 1.12 -1.95  0.319

Among the records above, which one has the highest HOMO level?
C32H23N2O3

Which value of HOMO level does entry 4 give?
-0.520 Eh